[1]
The following is a DFT calculation (the ωB97M-V functional and the def2-TZVPD basis) of a single C23H29N3O7 molecule.

Geometry as XYZ:
```
62
Properties=species:S:1:pos:R:3
O -3.787 -0.430 -4.041
O 2.044 2.079 4.509
O -5.180 1.332 -4.145
O 4.125 2.519 3.737
O 3.949 -2.427 -0.160
O -1.856 0.982 -2.970
O -0.618 -2.551 1.663
N 2.785 1.124 2.596
N 3.101 -1.518 1.713
N 0.698 -2.164 -0.135
C 4.311 3.450 4.802
C -4.088 0.859 -3.966
C -0.468 -1.984 0.588
C 2.052 -1.201 2.657
C 3.863 0.793 1.692
C -2.178 0.409 -1.777
C -2.228 2.138 -5.001
C 3.711 4.809 4.473
C -1.450 -1.085 -0.005
C -4.859 -1.347 -4.271
C -3.595 -0.025 0.126
C -3.361 0.613 -1.092
C -1.194 -0.449 -1.230
C 0.935 -1.542 -1.328
C 2.915 1.917 3.688
C 0.047 -0.698 -1.889
C -2.656 -0.867 0.668
C -2.843 1.703 -3.671
C 1.629 0.262 2.473
C 3.025 -2.309 0.625
C -5.545 -1.719 -2.966
C 4.268 -0.673 1.885
C 1.714 -3.062 0.382
H -2.961 2.691 -5.581
H 3.853 3.047 5.711
H -2.819 -1.374 1.606
H 1.322 -3.529 1.288
H 4.669 -0.820 2.892
H -4.529 0.151 0.637
H 1.887 -1.770 -1.784
H 0.250 -0.217 -2.829
H 4.709 1.452 1.881
H -1.364 2.768 -4.813
H 2.632 4.719 4.368
H 1.927 -3.836 -0.362
H 1.186 -1.851 2.548
H 3.512 0.938 0.664
H 3.930 5.508 5.275
H 5.394 3.516 4.928
H -6.033 -0.847 -2.538
H 5.013 -0.968 1.145
H -4.391 -2.218 -4.734
H -1.909 1.261 -5.558
H -3.162 2.591 -3.104
H 4.127 5.191 3.544
H 1.185 0.401 1.480
H -5.573 -0.891 -4.964
H -4.816 -2.098 -2.253
H -4.124 1.264 -1.489
H 0.906 0.549 3.236
H -6.294 -2.484 -3.153
H 2.455 -1.329 3.668
```

Computed properties:
SMILES string ... CCOC(=O)[C@H](C)Oc1cccc2c(=O)n(CC(=O)N3CCN(C(=O)OCC)CC3)ccc12
HOMO level ... -8.14 eV
HOMO-LUMO gap ... 8.59 eV
Energy above the lowest of the compared OMol25 structures with the same formula, charge and spin ... 0.0 kcal/mol

[2]
The following is a DFT calculation (the ωB97M-V functional and the def2-TZVPD basis) of a molecular structure, C23H29N6O3PdS.

Geometry as XYZ:
```
63
Properties=species:S:1:pos:R:3
Pd 0.066 -0.468 -1.969
S 1.055 -2.577 -2.091
O -2.830 -1.672 4.244
O 2.472 1.270 -1.201
O 0.858 0.116 -0.134
N -2.455 -1.728 1.495
N -0.422 -2.127 -4.212
N -1.171 1.110 -2.269
N -0.551 -0.860 -3.766
N -2.446 -1.934 -0.976
N 0.676 -4.154 -4.328
C 3.696 0.279 1.502
C -1.761 1.100 -3.547
C -2.728 3.274 -3.035
C 4.537 1.713 4.929
C -2.053 -0.294 -5.673
C 2.579 1.038 1.158
C -2.583 -2.904 3.583
C 0.885 2.828 1.653
C 2.087 2.008 2.031
C -2.146 3.228 -1.734
C -1.376 2.134 -1.437
C -3.525 -0.755 3.411
C 4.309 0.499 2.732
C 0.365 -2.980 -3.596
C 2.728 2.208 3.249
C -1.753 -2.691 2.329
C 3.840 1.460 3.618
C 4.235 -0.745 0.541
C -1.518 -0.001 -4.315
C 1.935 0.816 -0.199
C -2.545 2.259 -3.911
C -2.493 -1.849 0.174
C -2.737 -0.459 2.148
H 3.826 1.761 5.756
H 1.411 -3.969 -5.004
H 5.077 -1.285 0.977
H -2.056 -3.537 4.296
H -1.614 -3.617 1.774
H -2.977 2.312 -4.902
H 4.557 -0.267 -0.385
H -3.537 -3.378 3.315
H 1.018 -4.862 -3.693
H -3.668 0.150 4.001
H 5.177 -0.095 3.001
H -2.691 -1.190 -5.698
H -0.883 2.031 -0.477
H -4.506 -1.169 3.144
H 0.982 3.225 0.641
H -2.290 4.015 -1.007
H 5.257 0.924 5.149
H 2.348 2.968 3.925
H 3.463 -1.466 0.264
H 5.080 2.662 4.913
H -3.293 0.182 1.466
H -1.796 0.041 2.407
H 0.749 3.663 2.342
H -3.318 4.135 -3.335
H -2.665 0.531 -6.033
H -0.018 2.215 1.668
H -0.768 -2.296 2.602
H -0.843 -2.382 -5.096
H -1.252 -0.447 -6.412
```

Computed properties:
Total charge ... -1
HOMO level ... -2.10 eV
HOMO-LUMO gap ... 4.76 eV

[3]
The following is a DFT calculation (the ωB97M-V functional and the def2-TZVPD basis) of a single C23H29NO3 molecule.

Geometry as XYZ:
```
56
Properties=species:S:1:pos:R:3
O 2.280 -6.366 1.104
O 1.341 0.169 3.283
O -1.834 4.341 -0.188
N 1.693 -3.662 1.714
C 1.435 -1.893 -2.206
C -1.423 1.939 -0.165
C 2.998 -0.254 -1.428
C 1.124 -6.012 1.826
C -5.305 4.939 -2.876
C -1.254 3.234 0.323
C 0.868 -1.357 1.501
C 2.907 -4.022 1.005
C -3.169 5.627 -1.666
C 0.062 1.072 1.529
C 0.801 -0.010 2.212
C 2.661 -5.321 0.239
C -2.684 4.224 -1.315
C -0.771 0.877 0.431
C 1.335 -4.729 2.631
C 1.412 -1.217 0.105
C 0.901 -1.987 -0.933
C -0.425 3.435 1.433
C -3.971 5.673 -2.966
C 0.214 2.373 2.022
C 2.468 -0.352 -0.154
C 1.736 -2.340 2.314
C 2.483 -1.024 -2.457
H 1.033 -2.500 -3.005
H 3.161 -3.229 0.301
H 0.406 -4.466 3.142
H 3.753 -4.169 1.702
H -5.874 5.083 -3.791
H 0.906 -6.853 2.486
H -3.775 6.006 -0.841
H 3.571 -5.655 -0.262
H 2.760 -1.953 2.368
H 1.873 -5.149 -0.509
H -0.305 4.440 1.805
H -4.160 6.719 -3.213
H 1.346 -2.372 3.335
H -0.144 -1.772 1.457
H -5.892 5.320 -2.044
H -2.063 1.748 -1.012
H -5.157 3.872 -2.735
H -3.374 5.246 -3.775
H 0.854 2.522 2.879
H -2.291 6.269 -1.757
H 2.899 -0.949 -3.451
H 2.121 -4.903 3.387
H 2.877 0.246 0.648
H -3.531 3.569 -1.075
H -0.929 -0.111 0.029
H 3.817 0.424 -1.618
H 0.284 -5.863 1.130
H -2.131 3.795 -2.162
H 0.088 -2.671 -0.737
```

Computed properties:
SMILES string ... CCCCOc1ccc(C(=O)[C@H](CN2CCOCC2)c2ccccc2)cc1
HOMO level ... -8.49 eV
HOMO-LUMO gap ... 9.03 eV
Energy above the lowest of the compared OMol25 structures with the same formula, charge and spin ... 57.7 kcal/mol

[4]
The following is a DFT calculation (the ωB97M-V functional and the def2-TZVPD basis) of 4 unconnected molecules or ions with the total composition C23H30B2NO15P2 in a non-equilibrium geometry.

Geometry as XYZ:
```
73
Properties=species:S:1:pos:R:3
P 3.434 -0.802 2.228
P 2.662 -1.707 0.400
O -5.097 6.158 4.180
O 1.020 1.496 -6.062
O -3.746 1.060 4.816
O 2.975 -0.982 -2.413
O -1.636 -1.090 -9.866
O -2.421 5.550 4.150
O -1.209 -2.418 -7.502
O 2.816 -4.628 -0.379
O 5.180 -1.547 -1.295
O -6.425 1.656 4.757
O -0.258 -2.331 2.521
O -1.472 -0.322 1.100
O -4.243 -3.588 4.736
O 0.515 2.855 -8.393
O -5.474 -1.637 3.249
N 2.023 -4.168 2.022
C -4.267 -1.772 3.081
C -0.086 -0.487 -6.721
C 3.287 0.412 -2.770
C 1.883 1.263 -3.059
C -2.195 -1.112 1.974
C -3.020 3.285 4.477
C -2.216 -3.002 3.666
C 5.187 -0.080 1.998
C 6.388 -1.047 2.645
C -4.040 2.239 4.651
C -0.579 0.913 -9.185
C -4.804 4.974 4.311
C 0.086 1.552 -8.220
C -5.471 2.648 4.618
C 0.391 0.890 -6.922
C -1.036 -0.472 -8.993
C -3.505 -0.928 2.147
C 2.324 0.735 2.621
C -3.526 -2.816 3.841
C -3.373 4.562 4.316
C -0.754 -1.125 -7.684
C -1.459 -2.174 2.714
C -5.824 3.925 4.461
B 3.710 -1.390 -1.170
B 2.489 -3.595 0.664
H 1.689 1.457 -4.197
H 5.219 0.926 2.640
H 0.127 -0.950 -5.766
H 1.189 0.444 2.601
H -5.919 0.820 4.857
H 5.301 -1.872 -2.256
H 3.941 0.969 -1.950
H 5.428 0.203 0.864
H 3.921 0.471 -3.768
H 2.587 1.662 1.921
H -0.549 -0.652 1.152
H 1.342 -1.182 0.158
H -1.659 -2.657 -8.341
H 2.493 -3.616 2.775
H -4.053 -0.162 1.613
H -6.861 4.236 4.438
H 0.971 3.092 -7.556
H 2.049 2.329 -2.552
H 2.597 1.078 3.731
H 7.383 -0.397 2.602
H 0.963 0.685 -2.613
H 6.208 -1.247 3.805
H -2.926 6.387 4.055
H -1.984 2.972 4.485
H 0.987 -3.976 2.094
H -5.167 -3.262 4.680
H 2.489 -4.310 -1.272
H -1.665 -3.758 4.211
H 6.473 -2.028 2.010
H -0.807 1.382 -10.134
```

Computed properties:
Total charge ... +1
HOMO level ... -11.55 eV
HOMO-LUMO gap ... 7.37 eV